# C4H14N

2 unconnected molecules or ions with the total composition C4H14N (ωB97M-V/def2-TZVPD, the OMol25 dataset).

Properties
multiplicity: 1
ΔE to the lowest compared entry with this formula, charge and spin: 48.03 kcal per mole
DFT total energy: -215.23236 hartree
charge: +1

The geometry in XYZ format:
```
19
Properties=species:S:1:pos:R:3:mulliken_charge:R:1
C 1.85 1.99 0.25 -0.74
N 0.55 2.23 -0.43 -0.20
H 2.42 2.86 0.81 0.32
H 2.72 1.57 -0.34 0.35
H 1.83 1.19 1.04 0.31
H -0.06 3.00 -0.07 0.42
H 0.66 2.49 -1.46 0.45
H -0.02 1.48 -0.70 0.06
C -1.28 -2.13 1.21 -1.10
C -1.38 -1.28 -0.14 -0.04
C -0.01 -1.20 -0.88 -0.98
H -0.31 -1.83 1.82 0.22
H -2.18 -2.09 1.79 0.37
H -1.34 -3.20 1.05 0.32
H -2.24 -1.58 -0.72 0.33
H -1.78 -0.26 0.16 0.18
H -0.02 -0.71 -1.88 0.33
H 0.54 -2.18 -0.96 0.33
H 0.79 -0.66 -0.23 0.06
```